# 1
Density functional theory data (ωB97M-V/def2-TZVPD) for a 5-piece molecular cluster, C36H47BF13NO14P2S overall in a non-equilibrium geometry.

Values from the calculation:
charge = 0
LUMO = -1.4156 eV
spin multiplicity = 1

Each line ends with the Löwdin charge.
Positions of all 115 atoms, in Å:
C  -0.55826  -2.04459  4.15416  0.0231
C  -0.28951  -0.98281  3.27856  -0.1093
C  -0.95960  -0.78550  1.90337  -0.0720
C  -2.02858  0.19690  1.74718  -0.1435
C  -2.48872  1.02375  2.98409  -0.1543
C  -1.79112  2.44219  3.11450  -0.1497
C  -0.95606  2.88954  1.87110  -0.2339
O  -0.69366  4.32302  1.89685  -0.2383
C  -0.85834  4.76894  0.53244  -0.1059
C  -2.68949  0.39293  0.45220  -0.2321
P  -4.02787  1.70635  0.42081  0.7470
N  -5.48325  1.13720  0.70280  -0.3083
C  -2.32176  -0.37311  -0.75338  -0.2104
P  -3.14542  -0.18081  -2.40255  0.2980
O  -3.36679  -1.64180  -3.17466  -0.1933
O  -4.64137  0.50542  -2.34491  -0.2699
S  -2.01951  1.02350  -3.44760  0.2875
C  -1.21938  -1.33670  -0.56849  -0.0289
C  -0.56988  -1.54310  0.73749  0.0197
C  0.56230  -2.61506  0.85647  -0.2445
O  1.47698  -2.53999  1.63619  0.1197
C  0.51463  -3.82325  -0.13049  -0.0268
C  1.13297  -5.15777  0.36248  -0.2820
C  2.45286  -5.59084  -0.35302  -0.0119
F  0.21414  -6.23152  0.34655  -0.0173
C  -0.06085  -3.59991  -1.33927  0.0346
B  -0.13516  -4.74542  -2.47634  -0.3618
O  -1.23541  -5.62273  -2.53656  0.1141
C  1.12221  -4.84368  -3.49590  -0.1203
C  2.11103  -3.61044  -3.39040  -0.1226
C  -0.65129  -2.20611  -1.72783  -0.2779
O  -0.60633  -1.86726  -2.87997  0.0840
H  -1.49636  -2.08965  4.74365  0.0520
H  0.20587  -2.86170  4.19951  0.0831
H  0.48959  -0.22225  3.55097  0.1254
H  -3.60435  1.15722  2.98651  0.0994
H  -2.27187  0.47442  3.94059  0.1137
H  -2.60670  3.20356  3.25179  0.1123
H  -1.12132  2.52864  4.00954  0.1175
H  -1.42666  2.67480  0.88321  0.0745
H  0.06412  2.40507  1.84493  0.1438
H  -0.56706  5.83666  0.39994  0.0918
H  -0.24666  4.15413  -0.18191  0.1017
H  -1.95615  4.69591  0.28791  0.0921
H  -3.97797  2.37243  -0.84846  0.0080
H  -3.75768  2.67286  1.44471  0.0212
H  -6.07848  1.35280  -0.09927  -0.0482
H  -3.49056  -2.31004  -2.46930  0.0834
H  -4.58854  1.45708  -2.54229  0.0369
H  1.39815  -5.00269  1.44377  0.1443
H  3.10860  -6.23623  0.28866  0.0925
H  2.15491  -6.25399  -1.21353  0.0819
H  3.03418  -4.75355  -0.79914  0.0815
H  -1.78620  -5.42963  -3.31447  0.1132
H  0.76745  -4.88019  -4.55927  0.1106
H  1.74883  -5.75509  -3.28423  0.1017
H  3.02834  -3.80941  -3.99939  0.0577
H  1.68590  -2.65887  -3.79331  0.0796
H  2.49354  -3.46278  -2.34445  0.0662
C  0.99758  5.58475  3.94255  -0.0627
C  2.30413  6.02930  4.56679  -0.1927
O  2.39137  5.59676  5.93628  0.0297
C  2.77479  4.33157  6.12676  -0.3885
O  3.03782  3.55675  5.25240  0.1680
C  2.87067  4.02745  7.62315  -0.5280
F  1.80743  4.48964  8.30501  0.1577
F  3.96100  4.59442  8.17119  0.1606
F  2.94753  2.71465  7.87026  0.1642
H  0.15115  5.92714  4.54163  0.0911
H  0.89869  5.97993  2.93290  0.0760
H  0.93428  4.49814  3.89405  0.0655
H  2.35369  7.11836  4.58220  0.1251
H  3.16425  5.67600  3.99517  0.1267
C  -5.71607  -4.60154  8.15126  -0.0609
C  -4.56919  -5.03906  7.26356  -0.1996
O  -3.67179  -3.94454  7.00961  0.0267
C  -2.77831  -3.68477  7.96937  -0.3846
O  -2.68509  -4.28650  8.99907  0.1753
C  -1.86472  -2.53490  7.54182  -0.5187
F  -2.55103  -1.50794  7.00342  0.1509
F  -0.97236  -2.93161  6.61278  0.1238
F  -1.16455  -2.03083  8.56171  0.1737
H  -6.22552  -3.73762  7.71997  0.0842
H  -6.43569  -5.41136  8.27630  0.0834
H  -5.35822  -4.30207  9.13750  0.0778
H  -4.95399  -5.35508  6.29393  0.1259
H  -4.03115  -5.88782  7.68915  0.1265
C  7.31948  -1.95384  -8.33491  -0.0615
C  6.82756  -0.70052  -7.64053  -0.2009
O  5.74587  -1.00312  -6.74350  0.0277
C  6.09578  -1.48263  -5.54564  -0.3840
O  7.22162  -1.67390  -5.18787  0.1730
C  4.85279  -1.71092  -4.68356  -0.5219
F  3.86628  -2.32677  -5.36355  0.1384
F  4.34447  -0.55101  -4.23067  0.1650
F  5.10997  -2.46412  -3.60764  0.1604
H  6.49367  -2.46263  -8.83604  0.0837
H  8.08494  -1.70942  -9.07229  0.0832
H  7.74258  -2.66000  -7.61889  0.0777
H  6.43181  -0.00226  -8.37814  0.1253
H  7.63444  -0.18913  -7.11279  0.1263
C  0.19355  3.49452  -7.77497  -0.0607
C  -0.69558  3.44060  -6.54956  -0.2045
O  -0.83070  4.74523  -5.95904  0.0271
C  -1.72838  5.55512  -6.52673  -0.3885
O  -2.40451  5.27194  -7.47308  0.1708
C  -1.79869  6.88118  -5.76673  -0.5268
F  -0.57828  7.36908  -5.48068  0.1571
F  -2.44680  6.74290  -4.59464  0.1575
F  -2.44149  7.82926  -6.45795  0.1644
H  1.15838  3.94226  -7.52816  0.0831
H  0.35889  2.49309  -8.17390  0.0833
H  -0.25270  4.10935  -8.55831  0.0771
H  -0.23950  2.80227  -5.79281  0.1141
H  -1.67465  3.01748  -6.77976  0.1262

---

# 2
Density functional theory data (ωB97M-V/def2-TZVPD) for one molecule with the formula C6H6.

Values from the calculation:
charge = 0
energy above the lowest of the compared OMol25 structures with the same formula, charge and spin = 3.6184 eV
LUMO = 0.9799 eV
spin multiplicity = 1

Each line ends with the Löwdin charge.
Positions of all 12 atoms, in Å:
C  -2.58916  0.64612  0.08636  -0.1087
C  -1.27714  0.06425  -0.20119  -0.0824
C  -0.19538  -0.41107  -0.43411  -0.0429
C  1.12052  -1.00191  -0.72076  -0.2202
C  2.24352  -0.17442  -0.25453  -0.1451
C  3.17253  0.48974  0.12360  0.1059
H  -2.71371  0.81445  1.16080  0.0768
H  -2.71087  1.60721  -0.42316  0.0767
H  -3.39263  -0.01858  -0.24676  0.0763
H  1.22133  -1.16684  -1.80098  0.1200
H  1.18788  -1.99162  -0.25175  0.1201
H  3.99291  1.08367  0.46174  0.0237

---

# 3
Density functional theory data (ωB97M-V/def2-TZVPD) for one molecule with the formula C6H10 in a non-equilibrium geometry.

Values from the calculation:
charge = 0
energy above the lowest of the compared OMol25 structures with the same formula, charge and spin = 4.0206 eV
LUMO = 0.8310 eV
spin multiplicity = 1

Each line ends with the Löwdin charge.
Positions of all 16 atoms, in Å:
C  -1.02880  1.54621  0.07956  -0.0617
C  -0.22635  0.54634  -0.68960  -0.4794
C  -0.53129  0.07474  -1.88996  0.0127
C  -0.09825  -1.09053  0.77026  -0.1296
C  0.86418  -1.46753  1.59904  -0.0113
C  0.88881  -0.02104  0.06356  -0.1795
H  -1.99659  1.68371  -0.39749  0.0767
H  -0.47084  2.48692  0.05409  0.0843
H  -1.19844  1.27304  1.13186  0.0837
H  -1.44910  0.37538  -2.36863  0.0528
H  0.12201  -0.63300  -2.39594  0.0623
H  -0.52917  -1.81941  0.07580  0.1014
H  1.30344  -0.73131  2.26137  0.0719
H  1.27259  -2.45269  1.55154  0.0691
H  1.68932  -0.46866  -0.56970  0.1268
H  1.38849  0.69783  0.72424  0.1198

---

# 4
Density functional theory data (ωB97M-V/def2-TZVPD) for C3H4N2O2 as an isolated structure.

Values from the calculation:
charge = 0
energy above the lowest of the compared OMol25 structures with the same formula, charge and spin = 3.8168 eV
LUMO = -0.2499 eV
spin multiplicity = 1

Each line ends with the Löwdin charge.
Positions of all 11 atoms, in Å:
C  -1.52868  -0.84825  -0.27738  0.1172
N  -0.38254  -0.29692  -0.22549  -0.1057
N  0.74668  -0.96205  -0.60727  0.0799
C  1.72647  -0.31488  -0.01160  -0.2771
O  1.52106  0.67887  0.75250  0.0035
C  -0.12455  1.21382  0.32452  -0.3526
O  -0.09748  2.10976  -0.47134  0.0561
H  -2.40880  -0.28293  0.00795  0.1020
H  -1.59187  -1.88330  -0.59877  0.1018
H  -0.60168  1.24744  1.31402  0.1425
H  2.74138  -0.66156  -0.20713  0.1324

---

# 5
Density functional theory data (ωB97M-V/def2-TZVPD) for C36H27O7Re as an isolated structure in a non-equilibrium geometry.

Values from the calculation:
charge = +1
energy above the lowest of the compared OMol25 structures with the same formula, charge and spin = 0.0000 eV
LUMO (spin up / spin down) = -3.9658 / -4.7670 eV
spin multiplicity = 4

Each line ends with the Mulliken spin population.
Positions of all 71 atoms, in Å:
Re  -0.08341  -0.49568  -0.98237  2.7149
O  2.04366  -0.18966  -0.75136  -0.1499
C  2.46313  1.13781  -0.27338  0.0706
C  1.17028  1.92007  0.05872  0.0116
O  1.17628  3.05431  0.41077  0.0208
O  0.03161  1.21884  -0.09628  0.0353
C  3.30154  0.88604  0.96776  -0.0012
C  4.63602  0.50987  0.81706  -0.0005
C  5.38942  0.16428  1.92728  -0.0006
C  4.82035  0.20142  3.19396  0.0011
C  3.49733  0.58584  3.34949  -0.0010
C  2.73687  0.92563  2.23975  0.0005
C  3.18973  1.82297  -1.41308  -0.0296
C  3.30394  1.21273  -2.65506  0.0549
C  3.97231  1.85989  -3.68688  0.0006
C  4.52248  3.11298  -3.48089  0.0002
C  4.40722  3.72488  -2.23549  0.0004
C  3.74574  3.08484  -1.20201  -0.0015
H  2.55932  -0.86696  -0.28849  0.0050
H  5.08931  0.50475  -0.16840  -0.0004
H  6.42623  -0.12134  1.80480  0.0000
H  5.41265  -0.05870  4.06156  0.0000
H  3.05494  0.63024  4.33633  0.0001
H  1.71238  1.24975  2.38019  0.0004
H  2.88183  0.22922  -2.82534  -0.0186
H  4.06172  1.37685  -4.65310  0.0002
H  5.04272  3.61567  -4.28574  0.0000
H  4.83609  4.70472  -2.06897  0.0000
H  3.65496  3.56276  -0.23505  -0.0003
O  -2.81119  -2.38336  -1.01580  0.0108
C  -2.96331  -1.18508  -1.09204  0.0328
O  -1.93262  -0.39411  -1.50966  0.0559
C  -4.20513  -0.46802  -0.78198  -0.0150
C  -4.28421  0.91602  -0.87791  0.0024
C  -5.46275  1.59248  -0.57257  -0.0010
C  -6.52934  0.82110  -0.17662  0.0014
O  -7.76851  1.23307  0.17972  0.0003
C  -8.53422  0.05180  0.44706  0.0001
O  -7.64557  -1.06098  0.35183  0.0001
C  -6.44985  -0.56544  -0.07738  0.0000
C  -5.30375  -1.24513  -0.37120  -0.0013
H  -3.41561  1.47640  -1.19368  -0.0024
H  -5.54011  2.66893  -0.64084  -0.0001
H  -9.32203  -0.04225  -0.29994  0.0000
H  -8.94168  0.10866  1.45386  0.0000
H  -5.22623  -2.32071  -0.29691  -0.0001
C  1.66509  -1.54289  -4.38010  0.0218
C  2.65443  -2.25550  -3.69917  -0.0056
C  2.41796  -2.82516  -2.45980  0.0675
C  1.16098  -2.68823  -1.86343  0.0415
C  0.13410  -2.01400  -2.58253  0.0499
C  0.39947  -1.43436  -3.83357  -0.0972
C  0.87054  -3.05774  -0.48489  0.1594
C  0.14697  -2.14733  0.18172  -0.0675
C  -0.46341  -2.28907  1.50807  -0.0398
C  -1.01898  -3.52292  1.86006  -0.0074
C  -1.62360  -3.69274  3.09364  0.0090
C  -1.69951  -2.63357  3.98708  -0.0142
C  -1.16808  -1.39855  3.64229  0.0129
C  -0.55786  -1.22824  2.41058  -0.0035
H  1.88262  -1.11176  -5.34781  0.0018
H  3.63479  -2.35672  -4.14867  0.0008
H  3.21169  -3.34956  -1.94115  -0.0008
H  -0.90670  -2.15704  -2.26430  0.0796
H  -0.39804  -0.94194  -4.37538  0.0029
H  1.21602  -3.99285  -0.05369  -0.0105
H  -1.00701  -4.34324  1.15283  -0.0002
H  -2.05174  -4.65231  3.35246  0.0000
H  -2.18315  -2.76701  4.94617  -0.0008
H  -1.23417  -0.56586  4.33070  0.0003
H  -0.14687  -0.25718  2.15747  0.0035

---

Which value of charge does entry 1 give?
0

---

spin multiplicity of number 5 (C36H27O7Re)?
4